Record 1
{
  "formula": "C60H159N13O17",
  "method": "ωB97M-V with the def2-TZVPD basis set",
  "orbital_gap_ev": 8.75,
  "lumo_energy_ev": 0.4,
  "homo_energy_ha": -0.3062,
  "e_above_lowest_ev": 0.000,
  "elements": ["C", "N", "C", "C", "H", "N", "C", "H", "N", "H", "C", "H", "H", "H", "H", "H", "O", "C", "H", "O", "H", "H", "C", "C", "H", "H", "C", "H", "H", "C", "H", "H", "C", "H", "C", "H", "O", "H", "H", "H", "H", "C", "H", "N", "H", "H", "C", "H", "H", "N", "C", "H", "H", "H", "H", "H", "H", "O", "C", "O", "H", "C", "H", "C", "H", "H", "C", "C", "C", "H", "C", "H", "C", "H", "C", "H", "H", "H", "H", "H", "O", "C", "H", "O", "H", "H", "C", "H", "C", "H", "C", "H", "H", "C", "H", "H", "H", "C", "O", "H", "C", "N", "H", "H", "H", "C", "C", "H", "H", "N", "C", "H", "H", "H", "C", "H", "H", "N", "H", "O", "O", "H", "H", "H", "H", "H", "H", "C", "H", "H", "O", "H", "N", "H", "H", "H", "C", "H", "H", "H", "C", "H", "H", "H", "H", "H", "H", "H", "O", "H", "H", "C", "C", "H", "H", "H", "N", "H", "C", "H", "H", "H", "C", "H", "H", "H", "H", "C", "H", "H", "H", "H", "H", "C", "H", "H", "C", "H", "H", "C", "H", "C", "C", "H", "H", "H", "C", "C", "H", "H", "O", "O", "N", "H", "H", "H", "H", "H", "H", "H", "H", "H", "H", "H", "H", "H", "H", "C", "H", "C", "C", "H", "H", "H", "C", "H", "O", "H", "H", "O", "H", "H", "C", "H", "H", "O", "H", "H", "H", "H", "H", "C", "N", "C", "H", "H", "H", "H", "C", "H", "N", "H", "C", "C", "H", "H", "H", "H", "H"],
  "xyz": [[1.76, 3.83, 5.75], [-0.06, 8.96, 1.88], [-0.06, -5.56, -1.68], [-5.74, 2.80, -2.25], [-3.16, -3.49, 0.21], [-1.22, -5.43, -2.53], [-0.43, 3.65, 2.59], [-4.93, -0.18, -1.13], [3.45, -5.15, 0.79], [1.71, -6.07, -4.55], [0.09, 0.59, 5.24], [-1.30, 9.29, 3.62], [3.31, -0.65, 3.69], [4.18, -1.44, -4.77], [-1.09, 6.85, 6.62], [0.89, -4.62, -6.72], [0.48, -0.63, -1.84], [-2.45, 8.64, 1.94], [0.69, 5.41, 7.52], [1.28, 4.71, -2.46], [-1.99, -0.87, 0.90], [0.05, 1.90, -6.64], [-1.60, 0.36, -1.73], [0.26, 7.58, 2.20], [2.69, -5.81, 0.64], [1.02, 0.91, -3.33], [5.29, -3.29, -1.72], [-4.23, 6.80, 1.36], [-1.19, -1.78, -1.42], [5.22, 0.45, -3.30], [-0.36, -3.68, -3.45], [2.96, -5.26, -3.57], [-5.58, 0.68, -1.24], [2.35, -1.22, -2.38], [6.10, -3.00, -5.55], [2.08, 2.96, 6.33], [2.99, 1.53, 1.35], [0.23, -4.60, -1.19], [-1.79, 2.30, -4.43], [-1.54, 5.85, 9.11], [1.66, -7.58, 1.87], [-4.36, -2.98, -3.91], [0.65, 6.64, -2.25], [4.28, 1.74, 4.85], [0.38, 3.71, 8.01], [0.68, -1.31, 7.19], [3.13, 1.93, 2.76], [4.20, 0.36, -2.90], [2.08, 7.14, 4.44], [-2.36, -1.75, 1.32], [2.39, -3.30, -7.50], [0.84, 5.75, -0.67], [3.42, 1.49, 5.32], [3.01, 2.98, -2.89], [-0.21, 2.95, 3.41], [-0.84, 0.23, 4.78], [6.17, 0.83, -5.20], [-2.68, 7.42, 2.65], [1.19, 3.42, -1.82], [0.37, 4.09, 5.97], [-3.85, -5.91, 1.20], [-2.64, -2.68, 3.55], [-1.60, -2.42, 1.41], [0.96, 2.41, -4.72], [1.41, 3.43, -0.75], [-4.91, 3.32, -4.13], [2.64, -5.43, -4.59], [-5.03, 3.78, -3.15], [-4.55, -6.14, -1.31], [-1.88, -5.21, 3.23], [-1.90, 1.37, -5.03], [-1.91, -0.75, 3.15], [0.70, -1.49, 6.10], [-1.81, 1.42, 2.22], [2.12, 2.46, -2.53], [0.16, 3.04, -1.96], [-0.10, 0.92, 6.28], [-4.84, -2.17, -3.32], [0.40, 4.35, 2.44], [2.75, -4.20, -9.32], [-5.93, -6.01, 1.19], [1.32, -1.60, -2.42], [-4.73, -4.42, 1.64], [1.09, -0.41, 5.29], [-3.90, 4.59, -1.54], [0.25, 7.37, 3.28], [-1.37, 4.77, 7.34], [2.69, -2.93, 4.18], [0.73, -7.62, 1.24], [3.18, 6.12, 3.43], [1.74, -3.32, 0.92], [4.17, -0.44, 2.13], [-1.83, 3.85, 6.97], [-3.31, 6.39, 1.83], [3.21, 3.03, 2.83], [-3.64, 5.58, 2.50], [3.34, 1.38, -4.72], [1.71, 7.37, 1.66], [-4.87, 1.65, -2.05], [-4.09, 0.04, 2.08], [-2.32, 1.72, 0.13], [4.16, 1.31, -5.36], [-3.41, 9.17, 1.90], [6.28, -3.07, -6.62], [1.88, 3.64, 4.67], [4.31, 1.29, 3.46], [1.97, -4.47, -6.60], [4.80, -0.91, -6.39], [5.06, 1.38, 5.38], [-1.37, 0.75, -0.34], [-4.56, -4.83, -0.48], [2.46, -5.39, -6.97], [3.71, -3.26, 6.36], [-2.69, 0.27, -1.86], [4.23, -0.24, 3.21], [-2.80, 2.88, 1.82], [-2.46, 2.60, -0.54], [2.03, -3.65, -8.88], [1.06, -1.75, -3.49], [-0.74, 3.00, 1.38], [-0.70, 0.67, -5.13], [-0.21, -4.89, 3.87], [-2.25, -3.68, -5.25], [-7.04, -6.97, 2.54], [-0.44, -7.62, -1.10], [0.17, 3.10, -4.33], [-0.47, 6.94, 1.72], [0.33, 1.43, -5.67], [4.33, -5.53, 0.44], [-5.42, -6.75, -1.08], [2.36, -4.20, -5.24], [-2.29, 1.59, -6.03], [-3.32, -4.10, -0.58], [1.67, 0.49, 0.09], [3.39, -5.99, -5.14], [-6.17, -5.56, 3.19], [0.09, 4.50, 7.29], [-0.16, -7.44, 1.87], [-5.92, 3.30, -1.28], [-1.25, 1.10, -2.48], [5.03, -0.96, -5.31], [1.93, 6.31, 1.49], [5.09, -0.79, 3.56], [1.70, 3.04, -5.24], [-2.93, -5.07, -4.39], [-5.78, 1.10, -0.24], [5.07, -3.38, -5.31], [-5.65, 5.31, -4.20], [0.80, -6.64, 0.25], [4.52, 2.25, -5.53], [0.66, -2.15, -6.85], [-1.26, -4.53, 3.85], [3.04, -3.90, 0.30], [-0.32, -1.82, 5.83], [-0.46, -5.16, -4.38], [2.88, -2.21, 7.63], [-5.97, 4.83, -3.37], [-6.51, 0.36, -1.73], [0.51, 5.70, -1.72], [-3.37, -3.44, 3.23], [5.26, 1.65, 3.07], [-3.63, -6.68, -1.02], [-1.02, -4.55, -3.65], [5.63, 1.39, -2.88], [-4.27, -0.40, 3.80], [2.18, -1.74, -6.01], [-1.42, 10.45, 2.27], [-4.75, -5.30, 0.96], [2.20, 1.65, 3.26], [1.27, -2.56, -1.92], [-4.83, -1.52, 2.52], [6.27, -3.39, -2.17], [3.48, -3.23, -7.37], [-3.68, 4.21, -2.54], [1.24, -3.59, 6.51], [3.70, -1.97, -0.19], [-0.32, -6.66, -0.60], [-5.43, -4.23, -0.79], [-2.82, -2.49, 4.63], [-2.35, -4.15, -4.25], [-1.27, -6.44, -0.06], [1.75, -1.99, -6.98], [4.14, -2.87, 0.29], [-2.17, 8.39, 0.92], [-5.01, -3.87, -3.83], [-5.29, -7.09, 2.90], [5.21, 0.47, -4.83], [-0.90, -0.93, -2.04], [-6.70, 2.48, -2.66], [2.07, -2.78, -9.43], [-1.33, -3.21, 3.36], [5.37, -3.33, -0.33], [1.59, 1.67, -3.65], [-2.68, 6.00, 1.02], [-1.58, 5.77, 5.35], [-5.89, 5.53, -2.64], [2.38, 4.69, 6.04], [-0.41, 1.05, -0.18], [0.64, -8.62, 0.80], [0.75, -5.89, -2.34], [-2.62, 0.73, -4.53], [4.86, -2.31, -2.02], [1.11, 0.69, -5.86], [0.99, 1.04, 1.70], [6.85, -3.59, -5.00], [-3.29, 1.22, 0.15], [1.75, 7.84, 0.68], [-1.28, 9.40, 2.52], [-0.55, 5.40, -1.77], [-6.10, -6.44, 2.52], [1.88, 0.64, 1.16], [1.88, -1.16, -7.68], [-1.94, -5.06, -1.91], [2.49, 1.76, -1.80], [-1.72, 5.96, 6.42], [0.94, -4.07, 0.96], [2.64, 7.91, 2.52], [0.50, 1.42, 4.66], [-4.45, -5.99, -2.39], [-3.09, -3.25, -3.43], [3.80, 7.66, 4.10], [2.76, -3.95, -0.78], [-4.08, -0.78, 2.79], [2.10, -0.34, 1.61], [-1.82, 4.26, 9.29], [6.22, -1.67, -5.03], [-4.33, -2.64, -4.97], [4.64, -4.10, -2.12], [-1.70, -4.58, 4.86], [1.43, -2.43, 0.38], [1.00, -2.80, 4.03], [2.90, 7.16, 3.69], [-1.94, 5.04, 8.65], [-2.69, -1.40, 2.72], [3.39, -1.50, 6.06], [-1.32, 4.24, 2.89], [1.94, -3.08, 1.97], [-3.24, 4.98, -3.18], [3.03, -2.41, 6.54], [5.84, -0.37, -2.91], [1.78, -3.15, 4.59], [-3.38, -3.46, -1.37], [1.63, -2.71, 5.99], [-1.95, 2.25, 1.50], [-2.74, 6.33, 6.52], [-1.17, -1.15, -3.09], [4.44, -2.59, 1.30], [0.71, 9.58, 2.10], [-3.06, 3.30, -2.54]],
  "mulliken_charge": [-0.65, -0.55, 0.37, -1.11, -0.11, -0.07, -0.01, 0.10, -0.69, 0.32, -0.07, 0.26, -0.08, -0.41, 0.29, 0.19, 1.00, -0.70, 0.27, -0.58, -0.68, 0.43, 0.06, 1.14, 0.49, -0.91, -0.06, 0.44, 0.17, -0.79, -0.45, -0.10, -0.84, -0.44, -0.34, 0.34, -0.28, -0.27, 0.20, 0.25, 0.26, -0.97, 0.40, -0.58, 0.24, 0.34, 0.64, -0.24, 0.21, 0.61, 0.87, 0.01, 0.08, 0.65, -0.33, -0.16, 0.56, -0.26, -0.05, 0.08, 0.12, -1.33, 0.08, -0.36, 0.59, 0.42, -0.86, 0.18, -1.17, 0.05, -0.62, -0.74, -0.87, -0.35, -0.88, -0.27, 0.44, 0.11, -0.04, 0.29, -0.41, 0.19, 0.01, 0.15, 0.28, -0.12, 0.67, 0.11, -0.81, 0.16, 0.22, 0.00, 0.13, -0.66, 0.15, 0.25, -0.16, -0.80, 0.17, 0.18, 1.42, -0.55, 0.46, 0.32, -0.24, 0.13, -1.32, 0.27, 0.30, 1.27, 0.53, 0.46, 0.41, 0.37, -0.72, 0.39, -0.68, -0.80, 0.22, 0.47, 0.02, 0.21, 0.48, 0.30, 0.36, 0.15, -0.44, -0.59, 0.32, 0.45, 0.45, 0.37, 0.54, -0.57, 0.42, 0.26, -0.81, 0.23, 0.32, -0.72, 0.05, 0.24, 0.57, 0.55, 0.46, 0.31, -0.13, 0.30, -0.11, 0.34, 0.32, -0.93, 2.43, 0.28, 0.21, 0.44, -0.76, 0.37, -0.10, -0.04, 0.49, 0.12, 0.91, 0.36, 0.44, -0.32, 0.48, -0.32, -0.73, -0.84, 0.31, 0.34, 0.09, -0.43, 0.42, 0.26, -0.65, 0.22, 0.56, -1.56, 0.06, -0.79, -0.32, 0.39, 0.27, 0.28, 0.20, -0.21, 0.38, 0.29, 0.57, -0.56, 1.28, 0.17, 0.08, 0.27, 0.56, -0.62, 0.32, 0.01, 0.02, -0.05, -0.24, -0.59, 0.31, -0.67, 0.48, -0.79, -0.07, -0.69, 1.21, 0.53, -0.18, 0.18, -1.20, -0.10, -0.46, -0.47, 0.25, 0.68, 0.34, -1.39, -1.72, -0.19, 0.26, -0.42, 0.34, 0.02, 0.42, -0.52, -0.20, -0.53, -0.69, 2.15, 0.24, 0.27, -0.27, 0.45, -1.51, 0.40, -0.26, -0.51, 0.29, -0.64, 0.45, 0.04, 0.02, 0.32, -0.38]
}

=====

Record 2
{
  "formula": "C33H40GaN4O4S",
  "method": "ωB97M-V with the def2-TZVPD basis set",
  "total_charge": -1,
  "orbital_gap_ev": [7.22, 4.82],
  "lumo_energy_ev": [2.6, 2.6],
  "homo_energy_ha": [-0.1697, -0.0821],
  "e_above_lowest_ev": 0.951,
  "elements": ["H", "H", "H", "H", "H", "H", "H", "H", "H", "H", "C", "H", "C", "C", "H", "C", "H", "H", "C", "H", "C", "H", "N", "N", "H", "C", "C", "S", "C", "H", "H", "H", "C", "C", "C", "H", "H", "O", "C", "C", "C", "C", "C", "O", "C", "H", "N", "C", "O", "H", "Ga", "C", "C", "C", "C", "H", "H", "H", "H", "C", "H", "H", "C", "C", "H", "H", "C", "H", "H", "C", "C", "H", "O", "H", "H", "H", "N", "H", "C", "C", "C", "H", "C"],
  "xyz": [[-2.35, 3.09, 2.36], [2.01, 5.19, 3.27], [-1.90, 0.01, -3.11], [-1.05, 0.92, 2.61], [-0.24, 5.07, 3.97], [-5.39, 0.78, -2.06], [-2.65, 1.03, 0.45], [0.42, -1.77, 1.62], [-0.21, 3.30, 3.84], [1.98, -3.14, -3.18], [0.22, 0.57, 3.95], [-4.22, -1.49, -1.84], [-0.20, -7.18, 0.17], [1.83, 0.01, 5.65], [-0.59, -4.98, 1.70], [3.51, 0.93, -3.49], [-2.63, 1.61, -3.23], [-0.31, -0.16, 5.88], [-2.83, 0.57, -2.98], [2.04, -0.35, 6.65], [3.37, 0.72, -4.84], [-4.52, 2.26, -1.59], [-0.69, 4.32, 2.06], [1.66, 1.53, -0.41], [-1.26, -7.43, 0.17], [1.13, 1.46, -3.29], [-4.65, 1.20, -1.38], [-0.31, 4.25, -0.58], [2.87, 0.35, 4.80], [4.22, 0.40, -5.43], [-2.39, 4.15, 0.94], [-2.55, -1.54, -1.28], [0.43, -5.37, -1.48], [-0.01, -5.74, -0.21], [0.03, 4.24, 3.32], [-1.26, -1.68, 1.11], [2.02, 0.75, -6.50], [0.06, 1.72, -2.62], [1.27, 0.90, 3.08], [2.13, 0.92, -5.44], [0.21, -3.01, -0.95], [0.14, 4.26, 1.01], [-3.30, 0.47, -1.54], [-0.23, 1.41, 1.30], [-0.18, -3.38, 0.36], [1.29, -4.66, -3.77], [2.03, 1.40, 0.90], [1.00, 1.27, 1.68], [-1.07, 0.68, 3.59], [0.19, -7.38, 1.16], [-0.39, 1.31, -0.79], [2.60, 1.37, -1.28], [1.51, 4.29, 2.88], [0.52, 0.12, 5.24], [0.55, -4.05, -1.86], [0.34, -3.17, -3.81], [0.30, -7.84, -0.54], [2.16, 4.01, 0.86], [-5.02, 1.10, -0.36], [-0.47, -2.36, 1.42], [-3.84, -1.12, -0.15], [4.47, 0.79, -3.01], [2.42, 1.29, -2.69], [1.07, -3.74, -3.23], [3.37, 1.02, 2.82], [3.61, 1.21, -0.89], [-3.50, -1.01, -1.18], [-0.78, -2.86, 2.35], [3.90, 0.26, 5.13], [-2.33, 1.12, -0.59], [-0.28, -4.72, 0.69], [0.08, 1.45, -5.16], [0.16, -0.62, -0.65], [2.07, 3.41, 3.21], [0.69, -6.14, -2.20], [-2.63, 4.84, 2.57], [1.42, 4.38, 1.44], [-3.58, 0.17, -3.67], [1.05, 1.30, -4.69], [0.33, -1.66, -1.37], [2.59, 0.78, 3.52], [0.62, -1.49, -2.42], [-2.10, 4.09, 1.99]],
  "mulliken_charge": [0.22, 0.38, 0.21, 0.20, 0.46, 0.45, 0.44, 0.05, 0.12, 0.35, 0.22, 0.46, -1.49, -0.43, 0.30, -0.83, 0.34, 0.47, -1.77, 0.40, -0.68, 0.40, 0.17, 0.85, 0.28, 0.16, -2.10, -0.52, -0.90, 0.39, 0.31, 0.17, -0.91, 0.61, -0.44, -0.03, 0.38, -0.21, 0.28, -0.47, 0.09, 0.18, 3.16, 0.20, 0.60, 0.34, -0.71, 0.55, -0.78, 0.35, 1.31, -0.37, -0.41, -0.92, 1.33, 0.32, 0.36, 0.35, 0.40, -0.77, 0.39, 0.35, 1.17, -1.88, 0.45, 0.26, -1.61, 0.36, 0.44, -2.71, -1.01, 0.44, -0.19, 0.12, 0.22, 0.34, -0.07, 0.52, -0.72, -0.43, -0.71, 0.29, -0.88]
}

=====

Record 3
{
  "formula": "CHNO3",
  "method": "ωB97M-V with the def2-TZVPD basis set",
  "orbital_gap_ev": 11.83,
  "lumo_energy_ev": 1.0,
  "homo_energy_ha": -0.3965,
  "e_above_lowest_ev": 5.060,
  "elements": ["C", "O", "O", "H", "O", "N"],
  "xyz": [[1.84, -0.51, 0.27], [-0.46, 0.56, 0.95], [1.95, -1.42, -0.38], [-0.87, 1.06, -1.02], [-1.71, 0.01, 0.56], [-0.75, 0.29, -0.38]],
  "nbo_charge": [0.49, -0.12, -0.50, 0.33, -0.11, -0.09]
}